No. 1
# C28H59FN4O12S2

A molecular structure, C28H59FN4O12S2 in a non-equilibrium geometry (ωB97M-V with the def2-TZVPD basis set, OMol25).

Summary:
highest occupied orbital energy: -8.37 eV
LUMO level: -0.04 eV
Kohn-Sham gap: 8.33 eV
calculated total energy: -84903.8916 eV
charge: 0

Last column: Löwdin charge in e.
Positions of all 106 atoms, in Å:
O (7.840, -0.285, 2.471)  -0.19
H (-5.924, -0.795, -4.304)  0.12
H (-8.149, -1.458, -4.055)  0.06
O (4.860, -1.053, -5.407)  -0.19
H (-0.194, 2.190, 3.936)  0.10
H (5.361, 0.203, 1.923)  0.06
H (6.505, 2.781, 2.688)  0.13
H (-0.854, -1.505, 4.973)  0.12
H (1.187, -0.294, 3.373)  0.04
O (-7.542, 1.314, -4.120)  -0.18
C (1.042, 3.720, 2.983)  -0.08
H (-7.538, -2.322, -1.333)  0.12
H (-5.657, -1.046, -2.588)  0.10
H (0.978, -2.052, 3.683)  0.08
H (8.596, 1.586, 2.666)  0.12
H (6.427, 1.413, 3.816)  0.10
C (6.466, 1.689, 2.755)  -0.21
H (5.596, -0.715, 4.673)  0.09
N (3.367, -2.122, -3.039)  -0.05
H (1.574, 3.564, 3.937)  0.12
H (-10.896, -3.568, -4.181)  0.09
C (4.145, -0.914, -0.916)  -0.22
O (-2.273, 1.718, 0.415)  -0.13
C (-10.697, -2.494, -4.235)  -0.12
H (-9.296, 0.999, -3.026)  0.09
H (3.857, -0.883, 0.141)  0.11
C (-8.196, -1.840, -2.063)  -0.21
C (-8.937, 1.076, -4.055)  -0.10
H (-9.198, 0.173, -4.613)  0.07
C (3.034, -0.930, -3.814)  -0.21
H (0.214, -1.246, 2.240)  0.07
H (4.489, 1.214, 4.805)  0.12
H (3.990, 0.101, -1.298)  0.11
H (3.005, -1.979, -5.717)  0.12
C (-1.579, 1.101, 1.531)  -0.26
O (5.524, -1.250, -0.924)  -0.21
O (-3.746, 0.284, 1.955)  -0.17
C (6.221, -0.895, -2.107)  -0.08
O (3.609, -0.509, 4.046)  -0.20
C (-4.071, 1.720, 3.851)  -0.74
H (-1.243, 0.146, 1.051)  0.16
C (0.484, -1.144, 3.312)  -0.07
H (0.620, 1.104, 1.911)  0.10
C (3.241, -1.946, -1.594)  -0.20
H (7.935, -2.135, 1.619)  0.09
C (-6.406, -0.738, -3.324)  -0.19
H (-7.264, 0.882, -2.103)  0.11
N (-7.489, -1.723, -3.334)  -0.05
O (-10.453, -1.952, -2.950)  -0.19
H (-5.848, 1.295, -3.036)  0.12
C (-2.466, 0.566, 2.676)  -0.30
C (4.022, 1.512, 2.675)  -0.20
C (5.422, -2.302, -5.766)  -0.11
H (-1.178, 3.363, 3.081)  0.11
H (5.382, -3.010, -4.932)  0.08
F (-3.097, -1.112, 4.275)  0.01
N (-2.893, 1.479, 3.768)  0.13
H (-9.858, -2.306, -4.912)  0.08
C (-0.777, -0.753, 4.165)  -0.14
C (0.727, 5.229, 2.854)  -0.50
H (3.912, 2.600, 2.740)  0.11
H (-0.995, 5.313, 2.020)  0.12
C (-0.228, 2.802, 3.010)  -0.17
H (1.954, -0.760, -3.760)  0.12
H (-8.482, -0.858, -1.669)  0.10
C (7.667, -1.117, 1.334)  -0.10
H (6.629, -1.119, 1.004)  0.05
H (6.469, -2.136, -6.018)  0.09
H (6.199, -1.717, -2.825)  0.07
S (-3.754, 0.980, 0.483)  0.66
O (-4.129, 0.149, -0.612)  -0.22
C (-6.781, 0.727, -3.074)  -0.22
C (-2.101, -0.787, 3.347)  -0.24
H (7.823, 1.304, 1.104)  0.12
C (4.828, -1.236, 4.097)  -0.08
H (3.059, -0.218, -5.823)  0.12
H (8.317, -0.805, 0.511)  0.09
H (7.265, -0.721, -1.844)  0.08
H (-2.093, -1.638, 2.637)  0.17
H (4.322, -2.390, -3.242)  0.07
C (3.755, 0.902, 4.054)  -0.22
H (1.673, 3.454, 2.116)  0.12
H (4.629, -2.195, 4.575)  0.09
H (-0.676, 0.227, 4.670)  0.10
H (-11.579, -2.000, -4.643)  0.09
H (-0.002, 2.403, 0.904)  0.13
O (-0.567, 5.718, 2.795)  0.07
S (-5.465, 2.437, 3.808)  0.83
H (2.197, -1.714, -1.359)  0.12
H (3.540, -0.040, -3.421)  0.10
N (5.294, 1.208, 2.028)  -0.04
H (5.823, 0.015, -2.564)  0.09
H (-9.260, -3.647, -2.638)  0.12
O (1.624, 5.979, 2.776)  0.15
C (7.743, 1.105, 2.177)  -0.21
H (-9.885, -2.822, -1.208)  0.12
H (3.455, -2.920, -1.143)  0.12
C (-0.229, 1.802, 1.814)  -0.10
C (3.441, -1.081, -5.270)  -0.21
H (3.236, 1.156, 1.999)  0.10
O (-4.619, 2.121, 0.500)  -0.27
H (4.918, -2.729, -6.637)  0.09
H (5.192, -1.445, 3.088)  0.07
C (-9.466, -2.662, -2.206)  -0.21
H (-9.445, 1.913, -4.536)  0.09
H (2.791, 1.295, 4.397)  0.11


No. 2
# C28H60BrClF2NO7

6 unconnected molecules or ions with the total composition C28H60BrClF2NO7 in a non-equilibrium geometry (ωB97M-V with the def2-TZVPD basis set, OMol25).

Summary:
highest occupied orbital energy: -11.53 eV
LUMO level: -3.16 eV
Kohn-Sham gap: 8.37 eV
calculated total energy: -133821.5391 eV
charge: +1

Last column: Löwdin charge in e.
Positions of all 100 atoms, in Å:
H (4.487, 2.686, -10.261)  0.08
O (-6.025, 4.763, 0.683)  -0.07
H (-0.555, -2.977, 0.976)  0.19
H (2.183, 3.394, -9.324)  0.08
H (1.959, -1.636, 1.760)  0.14
H (-1.828, 3.981, -0.547)  0.15
O (2.254, 0.868, 5.376)  -0.09
H (-3.223, 1.984, -1.050)  0.08
C (1.266, 1.000, 2.374)  -0.11
O (-0.069, -0.181, -4.565)  -0.14
H (3.864, -4.297, -0.002)  0.13
H (2.899, -2.774, 3.338)  0.08
F (1.588, -3.472, -1.184)  -0.04
C (1.736, 1.557, 6.515)  -0.49
C (2.886, -3.921, 3.318)  -0.06
H (-7.269, 2.451, 2.783)  0.08
C (-1.696, -2.002, 2.962)  -0.26
H (-3.147, 4.854, 1.405)  0.08
H (2.179, -4.302, 4.156)  0.09
H (1.722, 0.145, 2.984)  0.04
H (-1.336, 1.782, 1.182)  0.07
H (3.374, -6.271, 0.691)  0.14
H (2.408, 0.052, 7.923)  0.08
H (0.591, -4.881, 0.669)  0.17
H (-6.023, 2.244, 1.534)  0.06
H (0.723, 1.556, 0.265)  0.09
C (0.971, -1.443, -6.331)  -0.06
O (2.681, 0.074, -9.157)  -0.07
C (-0.147, -1.402, -5.301)  -0.51
H (2.465, 2.412, -7.870)  0.08
C (-1.512, -1.508, -5.962)  -0.06
C (1.265, -1.996, 0.898)  -0.21
C (-2.351, 4.116, 1.535)  -0.05
C (1.305, 0.686, 0.796)  -0.27
H (-1.680, -0.671, -6.648)  0.08
H (-2.614, 3.460, 2.371)  0.08
Cl (1.470, -7.515, 3.896)  0.61
C (3.012, -5.984, 1.754)  -0.09
H (0.200, 1.293, 2.700)  0.09
C (3.262, -3.624, 0.698)  -0.05
H (-0.546, -0.573, 0.909)  0.10
H (2.910, -1.844, -0.595)  0.17
N (0.304, -2.965, 1.575)  -0.05
H (0.890, -0.604, -7.030)  0.07
H (3.688, 2.197, 7.206)  0.08
H (-3.696, 1.857, 0.638)  0.07
H (2.371, 0.680, 0.375)  0.12
C (2.238, -2.689, -0.173)  -0.22
H (-4.222, 3.259, -0.319)  0.07
O (1.382, -7.772, 1.261)  -0.02
C (-0.150, -2.481, 2.938)  0.00
H (3.090, 0.455, 5.633)  0.09
C (1.482, 0.562, 7.636)  -0.06
H (-5.732, 4.436, 2.675)  0.14
H (-0.056, -3.273, 3.765)  0.16
H (-0.181, 0.550, -5.188)  0.09
H (0.949, -2.375, -6.901)  0.09
H (4.860, 0.954, -10.401)  0.08
H (3.912, -6.069, 2.455)  0.13
H (-7.660, 2.677, 1.064)  0.09
H (4.004, -2.970, 1.305)  0.14
H (-1.609, -2.442, -6.521)  0.08
H (0.272, -4.997, 2.471)  0.15
C (0.489, -0.685, 0.391)  -0.60
H (2.424, 1.333, -10.741)  0.14
H (3.051, 0.096, -8.264)  0.08
C (0.840, -4.366, 1.681)  -0.07
C (2.090, 2.392, -8.899)  -0.07
H (1.933, 1.923, 2.554)  0.10
C (-6.894, 2.835, 1.831)  -0.06
C (2.719, 2.635, 6.943)  -0.06
H (-0.019, -2.221, -4.588)  0.13
O (-1.074, 2.378, 0.466)  -0.10
H (-8.528, 5.070, 1.585)  0.08
C (2.846, 1.369, -9.732)  -0.50
H (0.456, -1.567, 3.318)  0.15
C (-7.733, 5.148, 2.334)  -0.06
C (-6.530, 4.307, 1.937)  -0.50
H (2.901, 3.336, 6.125)  0.08
Br (0.158, -0.587, -1.560)  0.82
C (2.438, -4.469, 1.843)  -0.37
H (-2.306, -1.465, -5.211)  0.08
H (-6.724, 4.654, 0.023)  0.09
H (1.028, 2.133, -8.843)  0.08
C (-2.135, 3.313, 0.263)  -0.47
C (4.327, 1.704, -9.809)  -0.07
H (0.783, -0.214, 7.310)  0.07
H (4.780, 1.700, -8.812)  0.08
H (1.069, 1.057, 8.518)  0.09
C (1.957, -7.112, 2.183)  -0.68
H (3.944, -4.264, 3.613)  0.10
H (2.343, 3.192, 7.805)  0.09
O (-1.967, -0.924, 3.560)  0.11
H (-1.433, 4.639, 1.820)  0.08
H (-7.459, 6.205, 2.395)  0.08
H (-8.133, 4.834, 3.301)  0.08
H (1.946, -1.354, -5.843)  0.08
F (-2.761, -2.690, 2.316)  0.06
C (-3.395, 2.567, -0.141)  -0.05
H (0.792, 2.020, 6.214)  0.14


No. 3
# C28H60NO18P

9 unconnected molecules or ions with the total composition C28H60NO18P in a non-equilibrium geometry (ωB97M-V with the def2-TZVPD basis set, OMol25).

Summary:
highest occupied orbital energy: 1.56 eV
LUMO level: 3.77 eV
Kohn-Sham gap: 2.21 eV
calculated total energy: -77632.3104 eV
charge: -2

Last column: Löwdin charge in e.
Positions of all 108 atoms, in Å:
H (-1.785, -1.923, 2.078)  0.11
H (7.623, 2.019, 2.930)  0.10
C (1.215, -3.581, -6.495)  -0.09
H (-0.893, -2.983, -1.471)  0.08
C (1.724, 3.983, 4.289)  -0.46
H (-3.365, 0.194, 2.200)  0.12
C (-0.176, 2.562, 4.307)  -0.31
H (5.079, 3.778, 3.894)  0.12
H (4.068, 1.441, -0.097)  0.08
O (2.519, 3.135, 4.159)  0.17
C (-3.670, 2.857, 0.623)  -0.56
C (-4.924, -1.900, -2.489)  0.04
H (4.865, 1.459, -2.237)  0.07
O (0.673, -0.822, 1.893)  -0.43
H (2.512, 6.032, 3.266)  0.16
O (-2.611, -2.866, -2.534)  -0.04
H (-1.010, -5.032, -2.817)  0.11
N (-0.283, 0.011, -0.654)  0.19
C (-4.024, 4.274, 1.116)  0.02
O (0.339, 3.789, 4.524)  -0.02
H (-0.830, -1.935, -2.882)  0.11
H (2.794, -3.880, -2.216)  0.10
H (0.916, 3.825, -1.773)  0.10
O (2.281, -0.803, 0.358)  -0.41
H (2.243, -2.455, -2.105)  0.05
O (3.904, 4.577, 1.167)  -0.01
C (5.805, 3.522, 3.045)  -0.20
C (3.152, -2.882, -2.367)  0.05
H (2.755, 0.026, -1.893)  0.13
H (-6.995, -3.597, 4.068)  0.06
H (2.653, -0.006, -3.410)  0.04
H (-5.635, -0.204, 2.440)  0.07
O (-2.434, -4.458, 3.639)  0.08
H (-0.940, 0.527, -1.295)  0.08
O (-4.192, 1.978, 1.432)  -0.02
C (-3.435, -1.730, -2.294)  -0.33
H (6.127, 1.696, 3.835)  0.10
H (-1.130, 2.435, 5.009)  0.16
O (0.573, -2.544, 0.313)  -0.42
H (-3.462, 4.460, 1.974)  0.05
H (3.224, -4.261, -6.182)  0.12
C (0.894, 1.878, -2.997)  -0.46
H (-5.211, 4.339, 1.252)  0.13
H (-6.025, 0.179, 0.725)  0.08
O (0.237, 0.923, -3.335)  0.09
H (2.999, -2.414, -6.264)  0.13
C (-6.493, -2.993, 3.347)  -0.02
H (5.959, 4.488, 2.554)  0.11
O (4.987, 2.762, 2.104)  -0.04
H (2.963, 5.674, 4.781)  0.05
H (-5.219, -2.940, -2.514)  0.09
H (7.354, 2.907, 4.352)  0.02
P (1.487, -1.743, 1.124)  -0.35
H (2.659, 1.780, 0.444)  0.03
C (-1.994, -3.012, 1.732)  0.02
C (0.449, 3.310, -2.687)  0.00
O (-3.092, 2.674, -0.435)  0.08
H (3.879, -2.663, -1.753)  0.04
H (0.672, -4.289, -6.011)  0.01
C (-5.254, -0.212, 1.398)  -0.07
O (2.468, -2.475, 2.226)  -0.61
O (-4.028, -3.065, 2.820)  0.01
O (-2.987, -0.550, -2.061)  0.01
H (-0.923, -0.854, -0.071)  0.20
H (-4.022, 5.069, 0.493)  0.02
H (1.006, -3.684, -7.694)  0.13
H (-4.795, -2.826, 4.634)  0.10
H (-1.132, 1.342, 3.204)  0.04
C (3.436, -2.993, -3.857)  -0.56
C (3.487, 2.288, 0.210)  0.06
H (4.740, 1.161, -3.995)  0.07
C (2.980, 0.668, -2.819)  -0.31
H (-5.193, -1.761, -3.455)  0.06
H (1.490, 6.185, 4.441)  -0.01
C (2.621, -3.401, -5.942)  -0.18
O (2.400, -3.259, -4.536)  0.02
C (6.832, 2.508, 3.582)  -0.06
C (4.468, 0.770, -3.009)  -0.04
H (-2.150, -3.290, 0.709)  0.06
O (2.310, 1.861, -2.794)  -0.03
H (3.293, 2.910, -0.548)  0.02
H (-6.522, -3.324, 2.352)  0.05
C (4.144, 3.326, 1.209)  -0.39
H (-1.501, 2.929, 2.678)  0.03
H (-5.074, -4.387, 3.963)  0.09
H (-0.039, 1.928, 1.962)  0.14
H (0.501, 3.975, -3.650)  0.10
C (-3.904, 0.554, 1.288)  -0.14
H (0.491, -0.668, -1.136)  0.14
H (-5.425, -1.611, -1.780)  -0.02
H (0.455, 1.812, 4.618)  0.10
C (-0.750, -4.043, -3.242)  -0.05
H (-3.358, 0.270, 0.225)  0.15
C (-0.720, 2.260, 2.940)  -0.07
H (-6.593, -1.964, 3.469)  0.02
H (4.949, -0.173, -2.843)  0.07
H (-0.848, -4.231, -4.251)  0.04
H (0.064, 0.654, 0.018)  0.04
O (4.616, -2.782, -4.186)  0.04
H (-5.249, -1.225, 1.358)  0.01
H (0.208, -3.910, -3.138)  0.01
C (-1.176, -2.850, -2.483)  -0.19
H (-1.085, -3.497, 1.897)  0.05
C (-4.956, -3.380, 3.781)  -0.19
C (-2.882, -3.602, 2.876)  -0.55
C (2.091, 5.438, 4.272)  0.02
H (-0.701, 3.343, -2.578)  0.09
H (0.489, -2.771, -6.366)  0.07


No. 4
# C28H61BN2O12

6 unconnected molecules or ions with the total composition C28H61BN2O12 (ωB97M-V with the def2-TZVPD basis set, OMol25).

Summary:
highest occupied orbital energy: -9.21 eV
LUMO level: 0.22 eV
Kohn-Sham gap: 9.44 eV
calculated total energy: -58242.4264 eV
SMILES string: CCB(CON=O)c1ccccn1.COCCOC.COCCOC.COCCOC.COCCOC.COCCOC
charge: 0

Last column: Löwdin charge in e.
Positions of all 104 atoms, in Å:
C (5.806, 8.220, 1.520)  -0.11
C (-0.021, -2.176, -4.130)  -0.21
H (5.862, 9.262, 1.852)  0.09
C (-4.092, -9.541, 0.498)  -0.11
H (-1.984, -8.299, 2.545)  0.13
O (-1.297, -1.829, -4.641)  -0.19
B (3.068, -0.105, 1.207)  -0.21
O (0.319, 5.451, -3.563)  -0.19
H (-0.123, 4.383, -5.911)  0.08
O (4.647, 5.604, 3.034)  -0.19
H (-3.297, -10.048, -0.059)  0.09
H (-0.906, 6.817, -4.434)  0.09
C (4.735, 4.943, 1.785)  -0.11
H (-0.969, 0.182, -4.215)  0.07
H (0.741, -1.475, -4.487)  0.13
H (0.227, -3.170, -4.517)  0.13
H (-4.931, -10.227, 0.609)  0.09
O (1.702, -1.644, 2.735)  -0.13
C (-0.017, -2.221, -2.618)  -0.20
C (3.786, 0.610, 2.410)  -0.20
H (-2.305, -1.094, -2.364)  0.08
H (3.801, 5.099, 1.246)  0.09
O (-3.645, -9.196, 1.797)  -0.19
H (-4.846, -2.502, 2.059)  0.09
C (-5.858, -2.852, 2.276)  -0.10
H (1.952, 0.933, 3.498)  0.11
C (-0.968, 6.030, -3.684)  -0.11
O (1.404, -3.430, 3.858)  0.07
O (-4.450, -6.416, 1.269)  -0.20
H (-6.134, -6.084, 2.422)  0.07
C (-0.615, 3.408, -5.903)  -0.11
N (5.120, 0.734, 2.307)  0.11
C (3.679, 1.680, 4.548)  -0.05
C (-6.629, -1.341, 0.627)  -0.21
H (4.873, 3.865, 1.934)  0.07
H (-1.736, 0.315, -1.454)  0.09
C (5.899, 5.747, 3.684)  -0.21
H (4.798, 7.837, 1.693)  0.08
H (0.452, 2.120, -3.186)  0.12
H (-2.741, -6.004, 2.289)  0.13
H (-1.747, -1.282, -0.681)  0.08
H (-5.847, -7.790, 1.992)  0.09
H (5.619, 2.216, 5.253)  0.10
O (-0.789, 2.920, -4.585)  -0.20
H (5.555, 5.327, 1.173)  0.09
H (-0.760, -2.936, -2.252)  0.12
H (5.732, 5.552, 4.749)  0.12
H (-2.426, -0.207, -5.142)  0.09
C (5.746, 1.317, 3.328)  -0.14
C (-5.774, -6.759, 1.639)  -0.11
H (-1.712, 5.297, -4.003)  0.08
C (-5.795, -1.349, -0.635)  -0.20
C (-4.147, -3.043, -0.673)  -0.11
H (6.019, 8.181, 0.453)  0.09
C (-1.582, -0.750, -1.622)  -0.10
H (-6.214, -0.639, 1.356)  0.13
H (2.801, -2.238, 1.076)  0.13
H (-2.290, -7.953, 0.836)  0.13
O (-0.244, -0.933, -2.063)  -0.21
H (-0.027, 2.701, -6.499)  0.09
C (-2.767, -8.082, 1.812)  -0.21
H (7.381, 7.221, 4.109)  0.12
H (-7.643, -1.009, 0.379)  0.13
H (-5.821, -3.922, 2.466)  0.07
H (6.618, 5.009, 3.315)  0.13
C (3.396, 1.932, -0.385)  -0.11
H (-4.067, -3.174, -1.758)  0.09
C (3.022, 1.070, 3.484)  -0.02
C (0.382, 3.033, -3.788)  -0.20
C (5.057, 1.773, 4.441)  -0.08
H (-4.426, -8.665, -0.061)  0.08
H (1.210, 4.215, -2.220)  0.12
C (3.237, 0.409, -0.272)  -0.16
C (6.456, 7.146, 3.529)  -0.21
O (-4.443, -1.688, -0.367)  -0.21
H (-1.602, 3.509, -6.351)  0.09
C (-1.377, -0.459, -4.997)  -0.11
H (3.432, 2.199, -1.443)  0.06
H (-6.406, -6.645, 0.760)  0.09
H (-5.799, -0.343, -1.066)  0.13
H (0.969, -2.554, -2.278)  0.12
H (-6.237, -2.349, 3.172)  0.09
H (4.102, -0.103, -0.700)  0.12
C (2.176, -1.396, 1.401)  -0.11
H (-0.559, 4.151, -2.206)  0.13
N (2.196, -2.876, 3.209)  -0.04
O (6.784, 7.436, 2.181)  -0.19
H (-3.189, -3.291, -0.218)  0.08
H (3.152, 2.037, 5.418)  0.11
H (1.340, -1.374, 0.701)  0.11
H (2.337, 0.130, -0.824)  0.09
H (-3.933, -6.933, 3.211)  0.13
C (-3.477, -6.811, 2.224)  -0.20
H (-4.904, -3.723, -0.280)  0.08
H (5.749, 7.883, 3.923)  0.13
H (4.342, 2.271, 0.028)  0.06
O (-6.735, -2.640, 1.184)  -0.19
H (2.556, 2.472, 0.044)  0.07
H (-6.226, -2.033, -1.372)  0.13
C (0.319, 4.222, -2.855)  -0.20
H (6.819, 1.444, 3.299)  0.10
H (1.274, 3.090, -4.419)  0.13
H (-1.278, 6.476, -2.733)  0.09
H (-0.841, -0.277, -5.935)  0.09